Record 1
Computed, not measured: a single C3H5NO molecule, with ωB97M-V/def2-TZVPD.

Calculated values
Orbital gap, eV: 9.2997
SMILES: C1=CONC1
ΔE to the lowest compared entry with this formula, charge and spin, kcal per mole: 58.4

The geometry in ORCA input format:
```
! wB97M-V def2-TZVPD RIJCOSX def2/J DEFGRID3
* xyz 0 1
H 0.574 -0.821 -1.603
C -0.167 0.878 -0.455
C -1.008 0.657 0.549
N 0.145 -1.275 0.423
H -0.104 1.767 -1.065
H 0.841 -1.395 1.154
H -1.782 1.282 0.975
H 1.751 -0.157 -0.453
O -0.899 -0.560 1.136
C 0.681 -0.356 -0.614
*
```

Mulliken population analysis, charges in e, atoms 1 to 2: atom 1 (H): 0.200, atom 2 (C): -0.277


Record 2
Computed, not measured: a molecular structure, C21H19CaN4OS, with ωB97M-V/def2-TZVPD.

Calculated values
Orbital gap, eV: 7.4154

The geometry in ORCA input format:
```
! wB97M-V def2-TZVPD RIJCOSX def2/J DEFGRID3
* xyz 1 1
O -0.270 -1.255 -2.312
H -6.247 -0.646 0.826
C 1.908 0.342 -1.739
Ca -1.234 -2.586 -0.766
C 0.298 -0.731 -3.276
H -2.857 0.614 3.140
C -0.988 -0.557 1.599
H 1.099 3.455 4.447
H 0.632 -0.743 3.764
H -0.314 3.934 2.474
H -0.514 -0.062 -5.132
H 3.461 -3.469 0.582
C -4.302 -1.231 0.165
H -1.026 -1.691 -4.644
H 1.733 0.669 -5.123
C -4.665 0.070 2.115
S 0.931 -4.015 -0.144
C -0.658 1.867 2.033
C -3.293 0.098 2.298
H 4.450 2.475 -2.376
N 2.939 -2.653 0.846
C 2.079 0.807 -4.108
C -0.113 2.912 2.764
H 1.424 -0.164 -0.914
H 3.646 2.148 -4.686
C 3.157 1.641 -3.866
C -0.393 0.547 2.390
H -5.318 0.565 2.821
C -5.186 -0.602 1.022
H 3.343 1.323 -0.495
H 3.358 -1.957 1.439
N -2.977 -1.222 0.332
C -0.193 -0.995 -4.665
C 3.607 1.823 -2.566
C 2.985 1.175 -1.505
C 1.597 -2.640 0.703
C -2.468 -0.556 1.389
C 0.941 1.327 4.233
C 0.416 0.281 3.492
C 1.447 0.155 -3.046
N 1.015 -1.578 1.239
C 0.682 2.641 3.869
H 1.558 1.115 5.096
N -0.337 -1.544 1.091
H -1.287 2.080 1.176
H 0.611 -1.403 -5.279
H -4.676 -1.763 -0.703
*
```

Mulliken population analysis, charges in e, atoms 1 to 2: atom 1 (O): -0.496, atom 2 (H): 0.408


Record 3
Computed, not measured: 2 unconnected molecules or ions with the total composition C16H32O4 in a non-equilibrium geometry, with ωB97M-V/def2-TZVPD.

Calculated values
Orbital gap, eV: 10.8460
SMILES: CC(C)CCC(CCC(C)C)OC=O.CCOC(C)=O
ΔE to the lowest compared entry with this formula, charge and spin, kcal per mole: 13.7

The geometry in ORCA input format:
```
! wB97M-V def2-TZVPD RIJCOSX def2/J DEFGRID3
* xyz 0 1
H 2.095 2.758 -0.183
C 0.551 -0.886 0.365
H 3.088 -1.815 4.626
O -1.151 3.959 -2.823
H -0.125 -3.615 6.137
C 2.261 -2.276 5.258
C 1.281 0.434 0.895
H 1.597 -4.167 4.152
C 2.083 -2.534 1.849
C 1.778 -2.589 -1.893
H 0.226 -0.673 -0.720
H -0.635 1.505 -1.140
H 0.734 -3.086 0.189
H -0.007 1.927 2.012
H 0.660 3.861 0.134
H 2.386 -3.644 1.788
H -3.129 0.929 -6.760
H 1.814 3.346 1.557
H -0.429 -1.063 0.935
C -2.505 1.295 -4.727
H -2.810 2.636 -6.406
C -0.889 1.728 -0.053
C 1.219 -3.104 4.330
H -2.901 4.679 -4.918
C -2.481 1.614 -6.209
C 0.929 -2.341 2.934
H -1.318 2.796 -0.047
H 2.235 0.576 0.268
H -1.464 1.528 -6.599
C 1.288 3.030 0.592
H 1.186 -1.752 -2.386
O -1.602 2.142 -4.003
H -0.466 -1.969 5.233
H -0.008 -2.858 2.501
C 1.452 -2.207 0.394
H 1.699 -1.428 5.780
H -2.152 0.272 -4.575
C -1.910 3.375 -3.561
C 0.362 1.744 0.940
O 1.753 -3.711 -2.408
H 1.636 0.209 1.961
O 2.455 -2.269 -0.673
H -3.946 3.352 -4.354
H -3.510 1.340 -4.303
H -1.006 -3.568 4.495
H 2.662 -2.964 6.077
H -3.566 4.663 -3.267
H 3.036 -1.948 2.047
H 0.638 -1.264 3.145
C -0.190 -3.079 5.139
H -1.746 1.069 0.343
C -3.156 4.045 -4.068
*
```

Mulliken population analysis, charges in e, atoms 1 to 2: atom 1 (H): 0.284, atom 2 (C): -0.160